No. 1
{"formula": "C6H8", "method": "ωB97M-V with the def2-TZVPD basis set", "species": ["C", "C", "C", "C", "C", "C", "H", "H", "H", "H", "H", "H", "H", "H"], "xyz": [[-2.685624, -0.586716, 1.126514], [-1.540859, -0.348626, 0.837956], [-0.122408, -0.107198, 0.611875], [0.621114, -0.917737, -0.487153], [1.439079, 0.344043, -0.812497], [0.321772, 1.174782, -0.155692], [-3.713144, -0.808038, 1.305466], [0.365134, -0.216272, 1.591000], [1.174195, -1.816829, -0.205779], [-0.085740, -1.162037, -1.287803], [2.339358, 0.409473, -0.196497], [1.708810, 0.526007, -1.858453], [-0.435911, 1.454943, -0.893055], [0.614224, 2.054205, 0.424118]], "forces_ev_per_angstrom": [[0.27, 0.07, -0.35], [-0.39, -0.17, 0.26], [-0.02, 0.00, 0.05], [0.01, -0.24, -0.07], [0.12, 0.06, -0.05], [-0.06, 0.18, 0.00], [0.13, 0.06, 0.04], [0.17, 0.20, -0.33], [-0.19, 0.07, 0.09], [0.19, 0.04, 0.08], [0.02, -0.16, -0.11], [-0.13, 0.05, 0.24], [0.01, -0.01, 0.18], [-0.12, -0.14, -0.04]], "nbo_charge": [-0.244, -0.005, -0.303, -0.375, -0.402, -0.374, 0.234, 0.231, 0.208, 0.208, 0.198, 0.207, 0.208, 0.208], "relative_energy_ev": 1.6914, "smiles": "C#CC1CCC1", "energy_ha": -233.3248, "gap_ev": 10.96, "e_homo_ev": -9.803}


No. 2
{"formula": "C5H8O", "method": "ωB97M-V with the def2-TZVPD basis set", "species": ["C", "C", "O", "C", "C", "C", "H", "H", "H", "H", "H", "H", "H", "H"], "xyz": [[-1.688125, -0.613330, 0.190704], [-0.692063, 0.393446, -0.317306], [-0.131878, 1.210215, 0.742789], [1.112156, 0.933574, 0.206770], [1.514687, -0.621296, 0.259204], [0.726625, -0.000629, -0.842819], [-2.457888, -0.097551, 0.774279], [-1.215670, -1.360479, 0.834202], [-2.167752, -1.118899, -0.651889], [-1.143060, 1.087301, -1.030810], [1.873698, 1.710463, 0.100262], [2.316308, -0.073640, 0.741588], [0.958376, -1.229240, 0.963865], [0.980856, 0.018343, -1.894239]], "forces_ev_per_angstrom": [[-0.03, -0.08, -0.03], [-0.48, -0.21, -0.25], [-0.51, 0.34, -0.12], [-0.10, 0.53, 0.01], [-0.68, 0.88, 0.79], [-0.01, 0.23, -0.29], [0.09, -0.08, -0.10], [-0.06, 0.10, -0.09], [0.03, 0.00, 0.09], [-0.02, -0.19, -0.09], [-0.16, -0.27, 0.56], [1.90, -1.36, -0.68], [0.08, 0.21, 0.16], [-0.04, -0.11, 0.02]], "nbo_charge": [-0.635, 0.113, -0.509, 0.138, -0.553, -0.293, 0.225, 0.213, 0.217, 0.186, 0.202, 0.273, 0.207, 0.216], "relative_energy_ev": 4.0295, "energy_ha": -270.4098, "gap_ev": 9.69, "e_homo_ev": -8.572}


No. 3
{"formula": "CH13NSi4", "method": "ωB97M-V with the def2-TZVPD basis set", "species": ["C", "N", "Si", "Si", "Si", "Si", "H", "H", "H", "H", "H", "H", "H", "H", "H", "H", "H", "H", "H"], "xyz": [[-3.078384, -0.977107, 0.213076], [1.780722, 0.240622, -0.211110], [1.580779, -1.337810, -0.908670], [2.275856, 0.356395, 1.451841], [-2.670179, 0.855980, -0.000627], [1.053536, 1.648611, -0.974129], [-2.572397, -1.394413, 1.079518], [-4.148780, -1.124165, 0.353893], [-2.779416, -1.552812, -0.657817], [1.361337, -1.164940, -2.341789], [0.434799, -2.013498, -0.294721], [2.802202, -2.105972, -0.664357], [1.098311, 0.334430, 2.324569], [3.153222, -0.774066, 1.745390], [2.997172, 1.618338, 1.612787], [-2.901083, 1.601622, 1.234795], [-3.392035, 1.438245, -1.131118], [1.715618, 2.827669, -0.417761], [1.288722, 1.522863, -2.413770]], "forces_ev_per_angstrom": [[0.12, 0.28, -0.03], [-0.11, 0.40, -0.16], [0.09, 0.41, 0.11], [-0.09, 0.17, -0.40], [0.92, -0.44, -0.24], [-0.62, -1.07, 0.53], [0.10, 0.00, 0.09], [-0.12, 0.08, 0.01], [0.06, -0.04, -0.13], [-0.10, -0.05, -0.32], [-0.23, -0.26, 0.06], [0.16, -0.23, 0.03], [-0.14, -0.02, 0.30], [0.14, -0.27, 0.13], [0.13, 0.23, 0.17], [-0.10, 0.21, 0.25], [-0.21, 0.16, -0.19], [0.05, 0.37, 0.13], [-0.05, 0.09, -0.34]], "nbo_charge": [-1.110, -1.716, 1.117, 1.110, 0.777, 0.941, 0.242, 0.241, 0.242, -0.176, -0.194, -0.176, -0.189, -0.176, -0.176, -0.187, -0.188, -0.190, -0.190], "relative_energy_ev": 2.4900, "energy_ha": -1258.5190, "gap_ev": [6.92, 6.94], "e_homo_ev": [-7.482, -7.443]}


No. 4
{"formula": "C23H33N3O5S", "method": "ωB97M-V with the def2-TZVPD basis set", "species": ["C", "H", "C", "C", "H", "H", "C", "N", "C", "O", "C", "N", "S", "O", "O", "C", "C", "C", "C", "C", "C", "H", "H", "H", "H", "H", "H", "H", "H", "C", "C", "C", "C", "C", "O", "H", "H", "H", "H", "H", "H", "C", "O", "N", "H", "C", "C", "H", "H", "H", "C", "H", "H", "H", "C", "C", "H", "H", "H", "H", "H", "H", "H", "H", "H"], "xyz": [[-3.363559, -4.793457, -0.384005], [-4.300600, -5.269256, -0.662287], [-3.394850, -3.309499, -0.726451], [-2.080478, -2.625829, -0.352992], [-1.908689, -2.759750, 0.715551], [-1.257380, -3.087506, -0.901308], [-2.137824, -1.137338, -0.677825], [-0.822720, -0.494711, -0.666604], [-0.591830, 0.470406, -1.577954], [-1.455979, 0.844154, -2.356438], [0.813030, 1.067247, -1.626024], [1.063231, 1.928975, -0.485435], [2.679008, 2.404314, -0.342619], [2.690085, 3.466658, 0.616666], [3.256694, 2.627894, -1.636316], [3.373224, 0.924679, 0.373108], [4.205214, 0.121031, -0.379254], [4.708791, -1.040505, 0.184732], [4.365590, -1.381652, 1.483301], [3.530786, -0.563364, 2.229082], [3.033180, 0.603192, 1.672585], [2.397705, 1.275275, 2.226959], [3.271495, -0.833063, 3.241142], [4.752651, -2.290773, 1.918086], [5.365623, -1.678340, -0.386678], [4.448002, 0.422567, -1.386062], [0.472761, 2.749904, -0.474579], [1.559706, 0.271339, -1.600339], [0.910300, 1.609303, -2.574274], [0.044173, -0.767825, 0.466114], [0.953336, -1.933737, 0.244297], [1.182807, -3.052242, 0.989516], [2.161230, -3.802744, 0.292215], [2.452873, -3.086311, -0.824185], [1.731739, -1.951931, -0.861192], [3.118690, -3.268428, -1.643581], [2.578440, -4.744562, 0.582581], [0.711224, -3.312257, 1.914276], [-0.588643, -0.974036, 1.333128], [0.632681, 0.129900, 0.676573], [-2.536271, -0.999476, -1.687990], [-3.005896, -0.361292, 0.332753], [-3.091805, -0.702969, 1.497076], [-3.568222, 0.726375, -0.211664], [-3.310814, 0.952193, -1.163774], [-4.313856, 1.752508, 0.518383], [-5.533030, 1.103122, 1.180796], [-5.210066, 0.341422, 1.884181], [-6.165269, 0.636996, 0.428521], [-6.113753, 1.851729, 1.712434], [-4.771780, 2.788377, -0.506321], [-5.268894, 3.615010, -0.005978], [-3.927782, 3.178294, -1.069381], [-5.471851, 2.337858, -1.206473], [-3.416582, 2.379896, 1.603009], [-2.132948, 2.999765, 1.060938], [-2.343686, 3.869525, 0.443382], [-1.581508, 2.273470, 0.467276], [-1.496708, 3.316404, 1.884013], [-3.159044, 1.592727, 2.312808], [-3.993920, 3.137627, 2.134881], [-4.211140, -2.827811, -0.184966], [-3.581055, -3.185706, -1.795876], [-2.554152, -5.290653, -0.914408], [-3.211173, -4.933034, 0.683461]], "forces_ev_per_angstrom": [[-0.11, 0.22, -0.09], [-0.06, -0.13, 0.00], [0.23, -0.07, 0.15], [-0.28, 0.20, -0.15], [0.09, -0.04, 0.02], [0.05, 0.00, 0.00], [-0.16, -0.22, 0.05], [-0.24, -0.22, 0.09], [0.32, 0.15, 0.07], [-0.05, 0.25, -0.32], [0.02, -0.09, -0.57], [0.80, 0.45, 0.22], [-0.46, -0.05, 0.12], [-0.14, -0.09, 0.17], [0.03, -0.34, -0.01], [-0.19, 0.44, -0.36], [0.11, 0.03, -0.15], [0.03, 0.08, 0.07], [0.06, 0.01, -0.07], [-0.05, 0.14, -0.02], [0.00, -0.01, 0.23], [-0.11, 0.03, 0.16], [-0.03, -0.01, 0.10], [0.02, -0.09, 0.03], [0.05, -0.05, -0.06], [0.07, -0.03, -0.13], [0.00, 0.27, 0.11], [-0.10, -0.05, -0.09], [-0.08, -0.20, 0.14], [0.54, -0.11, -0.10], [-0.27, -0.42, 0.89], [-0.17, 0.61, -0.28], [0.20, 0.15, -0.51], [0.18, -0.80, 0.32], [-0.19, 0.37, -0.21], [0.08, 0.06, -0.16], [0.14, -0.22, -0.01], [-0.19, 0.00, 0.22], [0.13, 0.04, -0.02], [-0.17, -0.19, 0.09], [0.06, -0.02, 0.20], [0.22, -0.30, -0.74], [-0.03, -0.11, 0.47], [-0.28, 0.45, -0.26], [0.12, -0.18, 0.02], [-0.23, 0.01, 0.41], [0.18, 0.05, -0.04], [-0.03, -0.04, 0.07], [-0.09, -0.03, -0.09], [-0.09, 0.12, 0.06], [0.13, -0.21, 0.13], [-0.04, 0.09, 0.05], [0.09, 0.11, -0.10], [-0.08, -0.03, -0.09], [0.12, -0.06, -0.19], [-0.22, 0.00, 0.16], [0.06, 0.10, -0.10], [0.08, -0.08, -0.07], [0.11, 0.05, 0.03], [-0.08, 0.04, 0.05], [-0.08, 0.00, 0.05], [-0.09, 0.05, -0.04], [-0.05, 0.07, -0.02], [0.08, -0.10, -0.03], [0.02, -0.07, 0.12]], "nbo_charge": [-0.598, 0.210, -0.393, -0.402, 0.219, 0.212, -0.128, -0.416, 0.685, -0.646, -0.331, -0.866, 2.297, -0.930, -0.935, -0.273, -0.205, -0.214, -0.178, -0.199, -0.220, 0.241, 0.222, 0.220, 0.221, 0.244, 0.412, 0.236, 0.230, -0.302, 0.282, -0.306, -0.316, 0.095, -0.427, 0.205, 0.230, 0.232, 0.253, 0.257, 0.240, 0.687, -0.655, -0.637, 0.430, 0.128, -0.617, 0.238, 0.207, 0.207, -0.618, 0.219, 0.213, 0.215, -0.414, -0.615, 0.203, 0.195, 0.219, 0.229, 0.204, 0.205, 0.194, 0.200, 0.204], "relative_energy_ev": 0.8355, "smiles": "CCC[C@@H](C(=O)NC(C)(C)CC)N(Cc1ccco1)C(=O)CNS(=O)(=O)c1ccccc1", "energy_ha": -1834.9067, "gap_ev": 9.28, "e_homo_ev": -8.803}


No. 5
{"formula": "C21H22AsKN3S", "method": "ωB97M-V with the def2-TZVPD basis set", "species": ["K", "N", "C", "C", "C", "C", "C", "C", "S", "N", "C", "C", "C", "C", "C", "C", "N", "H", "H", "H", "H", "H", "H", "H", "H", "H", "C", "As", "C", "C", "C", "C", "C", "C", "C", "C", "H", "H", "H", "H", "H", "H", "H", "H", "H", "H", "H", "H", "H"], "xyz": [[1.797247, -2.687130, -1.240759], [2.285750, 1.647048, -2.785259], [1.487338, 1.846396, -3.926421], [1.418065, 3.097752, -4.513078], [0.609763, 3.306463, -5.622639], [-0.152450, 2.271975, -6.131338], [-0.088735, 1.014333, -5.546663], [0.737683, 0.801908, -4.460691], [0.846935, -0.805238, -3.699558], [1.429287, -0.452994, -2.163075], [2.048882, 0.635628, -1.901134], [2.544201, 0.822132, -0.522950], [2.389235, 2.049350, 0.119654], [2.865664, 2.182047, 1.413422], [3.509879, 1.105948, 2.004124], [3.613073, -0.073969, 1.278696], [3.122433, -0.228890, 0.058295], [2.816905, 2.446229, -2.468056], [2.014797, 3.903051, -4.108594], [0.588514, 4.278650, -6.091059], [-0.794651, 2.431390, -6.982958], [-0.651029, 0.186300, -5.944529], [1.872918, 2.871244, -0.360013], [2.738352, 3.106979, 1.950681], [3.916370, 1.179382, 2.999612], [4.121774, -0.936744, 1.689950], [-0.913105, -0.066825, 0.779514], [-0.092482, -1.830062, 0.951912], [0.621801, -1.616515, 2.759774], [-1.682105, -2.961717, 1.383739], [-2.641134, -2.341456, 2.344634], [-2.476954, -2.502924, 3.717213], [-3.370352, -1.937366, 4.609228], [-4.444497, -1.199916, 4.142276], [-4.621224, -1.031452, 2.779505], [-3.723017, -1.592293, 1.888987], [-1.621212, 0.094302, 1.596041], [-1.435538, 0.019707, -0.173257], [-0.138520, 0.700127, 0.821720], [-0.123338, -1.151207, 3.408826], [1.511962, -0.988647, 2.733239], [0.895179, -2.594424, 3.161203], [-1.274320, -3.895300, 1.792670], [-2.178768, -3.193276, 0.434251], [-1.659557, -3.108614, 4.086600], [-3.230821, -2.082782, 5.669835], [-5.151109, -0.774605, 4.837014], [-5.464610, -0.468232, 2.407539], [-3.874478, -1.475760, 0.821878]], "forces_ev_per_angstrom": [[0.78, -1.06, -0.01], [0.14, 0.05, 0.14], [-0.32, 0.08, -0.41], [0.01, -0.08, -0.02], [0.06, 0.00, 0.02], [-0.01, -0.08, -0.05], [0.13, 0.07, 0.11], [0.14, -0.13, 0.33], [-0.04, 0.22, -0.74], [-0.13, 0.96, 0.15], [-0.19, -0.18, -0.42], [0.19, 0.48, 0.53], [0.01, -0.17, -0.08], [0.10, -0.22, 0.06], [-0.10, 0.09, -0.21], [0.10, 0.04, 0.24], [-0.08, -0.22, -0.40], [-0.09, -0.19, 0.03], [0.02, 0.12, 0.03], [-0.04, 0.07, 0.01], [-0.02, 0.02, -0.10], [-0.20, -0.08, -0.08], [0.02, -0.04, -0.05], [-0.01, 0.15, 0.07], [0.06, -0.04, 0.09], [-0.02, -0.02, 0.12], [-0.13, 0.02, 0.03], [-0.59, 0.05, 0.66], [-0.07, -0.01, 0.07], [0.14, 0.03, -0.11], [-0.07, -0.02, 0.04], [0.04, -0.10, -0.07], [0.03, 0.02, 0.06], [-0.06, 0.02, 0.06], [-0.03, 0.07, -0.05], [0.06, -0.10, -0.11], [0.08, -0.01, -0.08], [0.02, -0.02, 0.01], [0.04, -0.08, -0.01], [0.06, -0.08, -0.04], [-0.05, -0.01, -0.03], [-0.01, 0.08, 0.00], [-0.04, 0.16, -0.15], [0.14, 0.02, 0.14], [0.05, -0.02, 0.04], [-0.01, -0.02, 0.10], [-0.07, 0.07, 0.08], [-0.06, 0.04, -0.02], [-0.01, 0.03, -0.01]], "nbo_charge": [0.938, -0.607, 0.210, -0.252, -0.181, -0.204, -0.184, -0.246, 0.434, -0.725, 0.432, 0.133, -0.238, -0.146, -0.236, 0.046, -0.445, 0.415, 0.217, 0.230, 0.231, 0.228, 0.232, 0.236, 0.240, 0.206, -0.946, 0.775, -0.948, -0.703, -0.064, -0.227, -0.197, -0.216, -0.203, -0.177, 0.242, 0.235, 0.227, 0.239, 0.226, 0.231, 0.234, 0.234, 0.209, 0.220, 0.222, 0.218, 0.201], "relative_energy_ev": 0.2057, "total_charge": 1, "energy_ha": -4211.4315, "gap_ev": 7.67, "e_homo_ev": -10.421}


No. 6
{"formula": "C5H7NO", "method": "ωB97M-V with the def2-TZVPD basis set", "species": ["C", "C", "C", "O", "C", "N", "C", "H", "H", "H", "H", "H", "H", "H"], "xyz": [[0.529316, 0.319812, -1.442508], [-0.833815, 1.246278, 0.259132], [-1.764482, 1.979834, 0.052976], [-1.138394, -1.614660, 0.248245], [-0.109886, -1.076903, 0.606017], [0.762433, -1.687237, 1.462497], [0.291599, 0.320112, 0.088562], [1.567127, 0.114310, -1.709333], [0.258783, 1.303439, -1.834220], [-0.135282, -0.408277, -1.910995], [-2.590053, 2.596070, -0.219300], [0.448179, -2.555431, 1.872000], [1.521676, -1.208868, 1.919768], [1.192798, 0.671519, 0.607159]], "forces_ev_per_angstrom": [[0.11, -0.08, -0.16], [-0.43, 0.31, -0.13], [0.28, -0.27, 0.12], [0.42, 0.15, 0.03], [-0.21, -0.10, -0.05], [-0.03, 0.01, 0.06], [-0.07, 0.08, -0.01], [-0.06, -0.17, 0.08], [0.21, -0.18, 0.04], [0.09, 0.02, 0.05], [0.05, 0.01, 0.28], [0.05, 0.12, -0.09], [-0.16, 0.07, -0.19], [-0.24, 0.02, -0.03]], "nbo_charge": [-0.582, 0.015, -0.238, -0.599, 0.688, -0.824, -0.391, 0.209, 0.226, 0.233, 0.239, 0.405, 0.394, 0.224], "relative_energy_ev": 1.6893, "smiles": "C#C[C@H](C)C(N)=O", "energy_ha": -324.6624, "gap_ev": 10.66, "e_homo_ev": -9.829}